[1]
48
Properties=species:S:1:pos:R:3 method="wB97M-V/def2-TZVPD" smiles=c1ccc(Cn2cc(CN3CCCO3)c(-c3ccc4c(c3)OCO4)n2)cc1 spin_multiplicity=1 orbital_gap_ev=8.20 relative_energy_kcal_mol=499.3 homo_ev=-7.64
C -5.139 -2.903 1.460
C -4.377 -1.772 1.797
C -3.667 -0.899 0.869
C -3.713 -1.383 -0.470
C -4.401 -2.676 -1.015
C -5.192 -3.356 0.093
H -5.736 -4.287 -0.130
H -4.404 -2.770 -2.024
C -3.051 -0.479 -1.526
N -1.637 -0.244 -0.964
C -1.328 1.108 -0.285
C -0.046 0.828 -0.088
C 0.396 -0.733 -0.610
N -0.678 -0.996 -1.039
C 1.630 -1.286 -0.606
C 1.855 -2.193 -1.384
C 3.153 -3.035 -1.511
C 3.981 -2.714 -0.465
C 3.841 -1.675 0.435
C 2.531 -1.032 0.680
H 2.304 -0.438 1.306
O 4.673 -1.676 1.535
C 5.737 -2.553 0.908
O 5.194 -3.170 -0.177
H 6.684 -1.961 0.414
H 6.015 -3.452 1.569
H 3.344 -3.744 -2.366
H 1.223 -2.132 -2.314
C 0.873 1.697 0.777
N 0.481 3.035 0.520
C 1.268 4.230 1.012
H 2.301 3.860 0.884
H 0.994 4.261 2.127
C 0.913 5.236 0.205
H 0.173 5.935 0.727
H 1.872 6.150 0.060
C 0.366 4.761 -1.232
H -0.735 5.002 -0.868
H 0.822 5.132 -1.954
O 0.424 3.496 -0.874
H 2.059 1.544 0.437
H 0.832 1.661 1.991
H -2.012 1.703 -0.102
H -3.574 0.299 -1.579
H -3.005 -0.979 -2.450
H -3.153 -0.167 1.222
H -4.482 -1.584 2.884
H -5.609 -3.653 2.120

***

[2]
10
Properties=species:S:1:pos:R:3 method="wB97M-V/def2-TZVPD" smiles="C=CC(=O)Br.[H][H]" spin_multiplicity=1 orbital_gap_ev=10.49 relative_energy_kcal_mol=27.0 homo_ev=-10.55
C -0.864 -1.433 -0.228
C -0.717 -0.113 -0.244
C 0.404 0.641 -0.882
O 0.263 1.727 -1.327
Br 2.131 -0.266 -0.889
H -1.664 -2.001 0.149
H -0.158 -2.091 -0.630
H -1.586 0.587 0.218
H 1.378 1.228 2.011
H 0.813 1.720 1.822

***

[3]
11
Properties=species:S:1:pos:R:3 method="wB97M-V/def2-TZVPD" spin_multiplicity=3 orbital_gap_ev="6.98 / 7.29" relative_energy_kcal_mol=51.8 homo_ev="-7.03 / -9.87"
C -0.506 1.228 -0.236
C 0.727 -1.352 0.492
O -0.071 2.393 -0.826
F -1.922 -1.367 0.772
P -0.872 -0.966 -0.512
H 0.460 0.943 0.222
H 0.540 1.883 -2.184
H -1.496 1.490 0.276
H 1.500 -0.647 0.105
H 0.542 -1.245 1.638
H 1.097 -2.360 0.253

***

[4]
55
Properties=species:S:1:pos:R:3 method="wB97M-V/def2-TZVPD" smiles="Cc1ccc(CCN2C[C@@H](C(=O)N3CCC4(CC3)OCCO4)CC2=O)cc1" spin_multiplicity=1 orbital_gap_ev=9.24 relative_energy_kcal_mol=34.0 homo_ev=-8.62
C -9.146 1.203 -0.477
C -7.710 0.881 -0.192
C -7.278 -0.439 -0.135
C -5.960 -0.742 0.149
C -5.036 0.267 0.387
C -5.465 1.586 0.327
C -6.784 1.888 0.044
H -7.099 2.921 0.004
H -4.760 2.386 0.508
C -3.597 -0.066 0.653
H -3.120 0.744 1.208
H -3.523 -0.983 1.241
C -2.855 -0.281 -0.676
N -1.479 -0.650 -0.485
C -1.029 -1.914 -0.595
O -1.687 -2.876 -0.925
C 0.453 -1.916 -0.236
H 1.013 -2.504 -0.961
H 0.561 -2.388 0.743
C 0.851 -0.434 -0.192
C 1.796 -0.105 0.960
O 1.433 0.571 1.907
N 3.038 -0.636 0.904
C 3.595 -1.393 -0.198
H 3.399 -2.463 -0.057
C 5.106 -1.164 -0.309
H 5.665 -1.764 0.407
H 5.440 -1.428 -1.312
C 5.425 0.314 -0.041
C 5.031 0.675 1.407
C 3.984 -0.302 1.948
H 4.455 -1.221 2.306
H 3.425 0.154 2.767
H 5.929 0.654 2.023
H 4.627 1.688 1.407
O 6.807 0.581 -0.224
C 6.962 1.441 -1.332
H 7.777 2.134 -1.123
C 5.590 2.111 -1.437
H 5.305 2.384 -2.452
O 4.721 1.096 -0.990
H 5.531 2.990 -0.781
H 7.188 0.860 -2.236
H 3.132 -1.072 -1.131
H 1.320 -0.136 -1.134
C -0.490 0.298 -0.032
H -0.539 1.213 -0.628
H -0.639 0.562 1.023
H -3.328 -1.097 -1.228
H -2.903 0.633 -1.278
H -5.642 -1.774 0.188
H -7.984 -1.237 -0.315
H -9.569 0.494 -1.186
H -9.730 1.146 0.442
H -9.247 2.208 -0.879

***

[5]
108
Properties=species:S:1:pos:R:3 method="wB97M-V/def2-TZVPD" spin_multiplicity=5 charge=-1 orbital_gap_ev="4.45 / 4.57" relative_energy_kcal_mol=0.0 homo_ev="-2.71 / -2.84"
Cr -0.244 0.020 0.118
O 1.555 0.767 1.075
S 2.950 0.937 1.548
C 2.929 2.360 2.679
C 1.583 3.087 2.661
C 0.611 2.491 3.681
C -0.795 3.086 3.606
S -1.939 1.962 2.701
O -1.078 0.853 2.188
C -2.749 1.213 4.116
C -3.862 1.822 4.675
C -4.524 1.195 5.723
C -4.082 -0.041 6.177
C -2.986 -0.653 5.586
C -2.309 -0.029 4.543
C 3.762 1.710 0.139
C 2.961 2.251 -0.849
C 3.573 2.758 -1.993
C 4.954 2.709 -2.128
C 5.740 2.155 -1.127
C 5.137 1.641 0.016
H 3.766 2.988 2.374
H 3.146 1.955 3.670
H 1.134 3.047 1.665
H 1.760 4.142 2.891
H 1.011 2.636 4.688
H 0.541 1.414 3.505
H -0.816 4.023 3.045
H -1.231 3.255 4.589
H -4.218 2.772 4.287
H -5.398 1.657 6.166
H -4.615 -0.543 6.976
H -2.669 -1.636 5.910
H -1.493 -0.521 4.025
H 1.877 2.232 -0.756
H 2.955 3.177 -2.779
H 5.423 3.101 -3.023
H 6.816 2.110 -1.239
H 5.737 1.182 0.795
N -8.767 -3.695 4.480
C -7.809 -3.331 3.958
C -6.602 -2.875 3.300
C -5.675 -3.792 2.804
C -4.525 -3.351 2.181
C -4.241 -1.981 2.009
C -5.180 -1.085 2.549
C -6.340 -1.516 3.169
C -3.020 -1.539 1.322
C -1.721 -2.126 1.772
C -1.530 -3.011 2.837
C -0.132 -3.177 2.992
C 0.449 -2.382 2.021
N -0.498 -1.745 1.271
C -3.127 -0.622 0.295
C -4.335 0.134 -0.136
C -3.972 1.022 -1.063
C -2.526 0.852 -1.365
N -2.109 -0.227 -0.502
H -5.870 -4.853 2.904
H -3.816 -4.074 1.797
H -4.964 -0.023 2.517
H -7.038 -0.797 3.580
H -2.299 -3.464 3.445
H 0.382 -3.793 3.716
H 1.506 -2.228 1.839
H -5.333 0.002 0.254
H -4.617 1.725 -1.572
H -2.367 0.654 -2.427
N -1.213 -4.327 -6.633
C -1.377 -4.092 -5.520
C -1.584 -3.808 -4.110
C -2.851 -3.931 -3.557
C -3.009 -3.664 -2.211
C -1.891 -3.290 -1.471
N -0.682 -3.155 -2.005
C -0.527 -3.408 -3.299
H -3.688 -4.224 -4.178
H -3.976 -3.733 -1.732
H -1.967 -3.074 -0.412
H 0.467 -3.278 -3.721
Te -1.095 2.550 -0.983
C 0.492 0.329 -3.699
C 1.477 -0.270 -2.759
N 1.235 -0.692 -1.547
C 2.413 -1.256 -1.090
C 3.387 -1.133 -2.020
N 2.789 -0.480 -3.092
C 3.439 -0.146 -4.323
N 3.169 -1.073 -5.405
N 2.727 -0.578 -6.579
N 2.621 -1.519 -7.437
C 3.005 -2.701 -6.815
C 3.062 -4.004 -7.318
C 3.473 -4.989 -6.458
C 3.817 -4.692 -5.114
C 3.766 -3.418 -4.609
C 3.350 -2.418 -5.505
H -0.496 -0.034 -3.429
H 0.702 0.042 -4.731
H 0.473 1.416 -3.610
H 2.460 -1.728 -0.120
H 4.436 -1.379 -2.012
H 4.509 -0.108 -4.124
H 3.112 0.826 -4.687
H 2.768 -4.216 -8.337
H 3.514 -6.015 -6.798
H 4.120 -5.501 -4.461
H 4.011 -3.209 -3.577

***

[6]
24
Properties=species:S:1:pos:R:3 method="wB97M-V/def2-TZVPD" spin_multiplicity=3 charge=+1 orbital_gap_ev="6.93 / 7.15" relative_energy_kcal_mol=74.0 homo_ev="-10.05 / -14.86"
C 0.306 1.355 1.298
C 1.391 0.154 -0.508
C -0.883 0.037 0.274
C 0.241 -0.750 -0.432
C -1.878 0.892 -0.491
C 0.433 -2.031 0.375
C -0.258 -1.011 -1.869
N 1.419 0.966 0.770
N 0.184 2.080 2.370
H 2.433 -0.392 -0.371
H 1.470 0.693 -1.401
H -1.445 -0.762 0.871
H -1.413 1.486 -1.387
H -2.472 1.587 0.156
H -2.590 0.072 -0.851
H -0.078 -2.866 -0.126
H 0.118 -2.122 1.455
H 1.600 -2.277 0.286
H -1.164 -1.632 -1.808
H 0.604 -1.553 -2.385
H -0.478 -0.112 -2.693
H 2.272 1.572 0.811
H -0.682 2.041 2.874
H 0.872 2.573 2.783

***

[7]
10
Properties=species:S:1:pos:R:3 method="wB97M-V/def2-TZVPD" spin_multiplicity=1 charge=+1 orbital_gap_ev=11.05 relative_energy_kcal_mol=48.5 homo_ev=-16.66
C -2.600 1.598 -0.156
C 1.333 -0.129 0.174
N -2.321 0.574 -0.562
N -0.568 -0.219 -1.602
N 0.351 -0.489 -1.039
N 1.734 -1.266 0.674
O 1.316 1.026 0.325
H -2.976 2.547 0.254
H 1.489 -2.205 0.435
H 2.243 -1.437 1.497

***

[8]
51
Properties=species:S:1:pos:R:3 method="wB97M-V/def2-TZVPD" smiles="O=C(CN(c1ccccc1)S(=O)(=O)c1ccccc1)NCCSCc1ccco1" spin_multiplicity=1 orbital_gap_ev=8.98 relative_energy_kcal_mol=7.1 homo_ev=-8.33
O 0.057 1.949 1.943
C -0.431 1.076 1.259
N -0.457 -0.229 1.585
H -0.757 -0.884 0.875
C 0.406 -0.778 2.605
C 1.492 -1.644 1.979
H 1.975 -1.088 1.176
H 2.228 -1.956 2.717
S 0.791 -3.148 1.220
C 1.045 -4.361 2.589
C 0.413 -3.933 3.853
C -0.878 -4.000 4.294
C -0.892 -3.393 5.573
C 0.387 -2.999 5.813
O 1.184 -3.319 4.779
H 0.843 -2.504 6.647
H -1.736 -3.270 6.219
H -1.709 -4.429 3.772
H 0.605 -5.284 2.218
H 2.121 -4.480 2.719
H -0.202 -1.359 3.307
H 0.858 0.067 3.131
C -1.215 1.395 -0.019
N -0.736 0.585 -1.119
C -1.553 0.459 -2.263
C -2.461 1.440 -2.648
C -3.229 1.262 -3.785
C -3.091 0.117 -4.551
C -2.186 -0.859 -4.168
C -1.425 -0.698 -3.026
H -0.716 -1.449 -2.719
H -2.077 -1.757 -4.758
H -3.689 -0.014 -5.440
H -3.932 2.028 -4.076
H -2.567 2.344 -2.067
S 0.905 0.838 -1.459
O 1.239 0.079 -2.624
O 1.631 0.569 -0.253
C 0.970 2.583 -1.835
C 1.242 3.492 -0.831
C 1.213 4.845 -1.131
C 0.910 5.263 -2.418
C 0.636 4.337 -3.413
C 0.663 2.983 -3.121
H 0.461 2.232 -3.869
H 0.402 4.668 -4.413
H 0.888 6.318 -2.647
H 1.423 5.570 -0.359
H 1.465 3.133 0.162
H -2.270 1.155 0.151
H -1.122 2.473 -0.206

***

[9]
62
Properties=species:S:1:pos:R:3 method="wB97M-V/def2-TZVPD" spin_multiplicity=5 orbital_gap_ev="7.78 / 7.96" relative_energy_kcal_mol=0.0 homo_ev="-7.81 / -8.75"
Rh 1.159 -2.729 0.747
O 5.087 -3.809 -0.324
C 3.972 -3.807 0.098
O 3.297 -3.469 1.076
C 2.764 -4.526 -1.201
O 3.116 -5.596 -1.584
O 1.882 -3.672 -1.338
N -1.014 -1.947 1.336
C -1.710 -2.438 0.140
C -3.171 -2.044 -0.012
C -3.348 -0.740 -0.785
C -3.227 -0.927 -2.303
N -2.016 -1.628 -2.761
C -0.769 -1.208 -2.550
N 0.243 -2.070 -2.611
N -0.528 0.081 -2.287
C -1.441 -3.960 0.018
O -2.294 -4.682 -0.488
O -0.270 -4.300 0.426
H -1.374 -2.396 2.170
H -1.069 -0.945 1.453
H -1.140 -2.033 -0.689
H -3.618 -1.963 0.983
H -3.697 -2.856 -0.518
H -2.658 0.022 -0.407
H -4.353 -0.337 -0.629
H -3.325 0.032 -2.818
H -4.052 -1.550 -2.639
H -2.120 -2.609 -2.964
H 0.058 -3.064 -2.562
H 1.130 -1.809 -2.190
H -1.296 0.717 -2.171
H 0.337 0.301 -1.812
Cl -0.812 1.512 2.354
C -1.267 2.488 0.995
C -2.624 2.701 0.808
C -3.094 3.355 -0.318
C -2.185 3.791 -1.269
C -0.832 3.602 -1.062
Cl 0.275 4.167 -2.281
C -0.303 2.975 0.083
N 1.068 2.816 0.184
C 1.856 2.848 1.383
C 1.604 3.805 2.357
C 2.356 3.828 3.519
C 3.383 2.911 3.692
C 3.655 1.983 2.698
C 2.902 1.937 1.531
C 3.169 0.894 0.472
C 2.269 -0.327 0.587
O 1.713 -0.777 -0.467
O 2.110 -0.889 1.695
H -3.312 2.321 1.554
H -4.155 3.516 -0.456
H -2.515 4.298 -2.167
H 1.564 3.105 -0.642
H 0.800 4.519 2.204
H 2.145 4.564 4.286
H 3.975 2.918 4.600
H 4.460 1.268 2.829
H 4.193 0.527 0.552
H 3.047 1.305 -0.527

***

[10]
23
Properties=species:S:1:pos:R:3 method="wB97M-V/def2-TZVPD" spin_multiplicity=2 charge=+1 orbital_gap_ev="8.33 / 5.13" relative_energy_kcal_mol=71.6 homo_ev="-13.77 / -13.70"
C -1.446 1.352 1.797
C -0.269 1.345 0.757
C 0.209 -0.053 0.333
C 1.484 -0.533 0.553
C -0.744 -0.627 -0.728
C -0.747 0.273 -2.030
N -1.128 0.549 2.979
H -2.349 0.892 1.324
H -1.828 2.375 1.990
H -0.576 1.948 -0.109
H 0.614 1.906 1.177
H 2.269 0.237 0.662
H 1.531 -1.660 0.594
H -1.777 -0.750 -0.341
H -0.397 -1.618 -1.020
H -1.361 -0.270 -2.741
H -0.941 1.319 -1.803
H 0.261 0.339 -2.461
H -0.368 1.008 3.498
H -0.700 -0.321 2.675
H 2.131 -1.366 -2.077
H 1.497 -2.382 -3.045
O 2.342 -1.941 -2.894